Entry from the Open Molecules 2025 dataset: a cluster of 2 separate species, C5H10Br3P in total at a distorted geometry (the ωB97M-V functional and the def2-TZVPD basis).

Geometry (Å):
C 1.811 -1.341 -0.134
C 1.049 0.637 1.263
C 1.531 0.886 -1.143
C 0.993 -0.069 -0.143
C -0.435 -0.582 -0.408
P -4.261 -0.498 1.057
Br 3.485 1.154 -1.187
Br -1.215 -0.521 -2.072
Br -3.930 1.436 -0.021
H 1.700 -1.840 0.829
H 2.906 -1.193 -0.440
H 1.256 -2.028 -0.857
H 2.076 0.657 1.736
H 0.790 1.676 1.170
H 0.387 0.218 1.966
H 1.033 1.793 -0.983
H 1.400 0.666 -2.308
H -5.151 -1.193 0.137
H -5.425 0.141 1.536

Its energy above the lowest of the compared OMol25 structures with the same formula, charge and spin is 49.22 kcal per mole. The calculation puts the total energy at -8259.75253 Ha. The calculation puts the LUMO energy at -0.800 eV. The calculation puts the gap between HOMO and LUMO at 0.287 Ha. For the largest force on an atom, the calculation gives 0.083 Eh/bohr.